# 1
A 8-piece molecular cluster, C40H81N3O10P overall. Source: the OMol25 dataset; level of theory: the ωB97M-V functional and the def2-TZVPD basis.

Its electronic energy is -77024.43350 eV. The calculation puts the highest occupied orbital energy (alpha / beta) at -0.278 / -0.315 hartree. As for the spin multiplicity: 2. For the LUMO energy (alpha / beta), the calculation gives 0.2 / 0.2 eV.

Positions of all 135 atoms, in Å:
C 3.895 -0.815 1.802
C 3.263 -0.774 0.437
C 4.055 -1.397 -0.678
N 2.105 -0.260 0.337
C 1.630 0.442 -0.876
P 0.939 -0.752 -2.138
N 1.602 -0.882 -3.516
O -0.629 -0.408 -2.289
O 0.910 -2.200 -1.433
C 0.521 1.392 -0.352
C 1.010 2.770 0.123
C 2.014 2.706 1.294
C -0.222 3.547 0.571
N 1.633 3.469 -1.054
O 1.050 4.508 -1.506
C 2.325 2.647 -2.095
C 3.586 3.411 -2.500
C 1.424 2.499 -3.322
C 2.759 1.325 -1.457
H 4.712 -1.534 1.866
H 4.284 0.194 1.958
H 3.161 -1.048 2.573
H 3.607 -1.259 -1.658
H 5.093 -1.058 -0.719
H 4.073 -2.466 -0.447
H 2.374 -0.260 -3.697
H -1.168 -0.534 -1.508
H 0.379 -2.270 -0.636
H -0.227 1.586 -1.119
H 0.027 0.904 0.492
H 3.042 2.854 0.961
H 1.790 3.494 2.013
H 1.972 1.739 1.790
H -1.024 3.502 -0.158
H 0.016 4.587 0.783
H -0.578 3.080 1.494
H 4.129 2.870 -3.276
H 4.242 3.557 -1.639
H 3.311 4.396 -2.875
H 1.196 3.491 -3.708
H 1.947 1.941 -4.098
H 0.487 1.987 -3.113
H 3.394 1.584 -0.607
H 3.403 0.792 -2.156
C -1.497 -1.398 3.785
C -0.164 -0.950 4.384
C 0.251 0.149 3.415
O -0.962 0.742 2.935
C -2.075 -0.073 3.306
H -2.146 -1.913 4.488
H -1.325 -2.068 2.940
H -0.317 -0.541 5.385
H 0.572 -1.750 4.451
H 0.806 -0.255 2.562
H 0.858 0.929 3.879
H -2.636 0.425 4.105
H -2.734 -0.177 2.441
C -6.080 -3.585 4.643
C -5.656 -4.974 5.117
C -4.381 -5.193 4.315
O -3.795 -3.896 4.137
C -4.733 -2.887 4.508
H -6.749 -3.072 5.333
H -6.574 -3.650 3.671
H -5.441 -4.955 6.188
H -6.400 -5.747 4.931
H -4.598 -5.631 3.338
H -3.658 -5.832 4.824
H -4.425 -2.444 5.463
H -4.728 -2.103 3.749
C -5.015 -8.201 -0.579
C -5.706 -6.846 -0.721
C -6.205 -6.609 0.700
O -5.260 -7.242 1.563
C -4.385 -8.078 0.803
H -4.279 -8.399 -1.357
H -5.753 -9.006 -0.592
H -4.981 -6.080 -1.002
H -6.512 -6.840 -1.453
H -7.191 -7.061 0.853
H -6.265 -5.552 0.964
H -3.398 -7.607 0.745
H -4.283 -9.033 1.318
C -4.775 6.317 -0.669
C -4.867 5.796 0.765
C -4.017 4.532 0.685
O -3.019 4.788 -0.298
C -3.333 5.979 -1.022
H -4.991 7.380 -0.766
H -5.465 5.768 -1.314
H -4.416 6.513 1.455
H -5.885 5.597 1.097
H -4.622 3.672 0.373
H -3.526 4.281 1.627
H -2.651 6.778 -0.714
H -3.175 5.788 -2.081
C 3.947 -6.631 -3.148
C 3.211 -5.295 -3.081
C 2.869 -5.211 -1.600
O 3.923 -5.886 -0.908
C 4.724 -6.615 -1.837
H 4.597 -6.730 -4.017
H 3.233 -7.458 -3.158
H 3.880 -4.479 -3.363
H 2.329 -5.242 -3.717
H 1.915 -5.707 -1.389
H 2.810 -4.186 -1.236
H 5.687 -6.108 -1.959
H 4.910 -7.611 -1.432
C 8.288 2.145 2.600
C 7.425 3.376 2.872
C 6.241 3.128 1.948
O 6.086 1.708 1.874
C 7.231 1.061 2.434
H 8.994 1.920 3.399
H 8.849 2.274 1.673
H 7.099 3.386 3.914
H 7.929 4.318 2.662
H 6.434 3.520 0.943
H 5.308 3.561 2.313
H 6.958 0.624 3.401
H 7.538 0.256 1.766
C -2.018 6.173 -6.688
C -1.968 4.868 -5.895
C -1.697 5.377 -4.486
O -2.323 6.661 -4.398
C -2.711 7.102 -5.698
H -2.554 6.093 -7.632
H -1.006 6.527 -6.896
H -2.935 4.363 -5.939
H -1.204 4.173 -6.241
H -0.624 5.492 -4.299
H -2.108 4.729 -3.710
H -3.801 7.037 -5.793
H -2.418 8.147 -5.813

# 2
A 6-piece molecular cluster, C6H23NO6 overall in a non-equilibrium geometry. Source: the OMol25 dataset; level of theory: the ωB97M-V functional and the def2-TZVPD basis.

Its electronic energy is -20369.98363 eV. The calculation puts the highest occupied orbital energy at -0.368 hartree. The SMILES is CCC(=O)NC(C)C.O.O.O.O.O. For the LUMO energy, the calculation gives 0.6 eV.

Positions of all 36 atoms, in Å:
C 0.235 -1.931 -1.409
C 0.493 -2.437 0.037
C -0.165 -0.469 -1.505
N -1.326 -0.008 -0.878
C -1.429 2.102 -2.296
C -1.644 1.414 -0.935
C -0.896 2.169 0.171
O 0.675 0.264 -1.985
H -0.533 -2.507 -1.939
H 1.143 -1.993 -2.047
H -0.194 -3.240 0.337
H 1.485 -2.796 0.088
H 0.294 -1.742 0.858
H -1.985 -0.730 -0.588
H -1.915 1.542 -3.116
H -1.837 3.139 -2.263
H -0.396 2.064 -2.528
H -2.801 1.453 -0.748
H -0.857 1.664 1.127
H -1.560 2.964 0.460
H 0.171 2.398 -0.056
H 1.265 0.440 0.043
H 2.524 1.205 0.575
O 1.968 0.444 0.682
H 1.853 -1.297 2.125
H 2.655 -1.873 3.174
O 1.808 -2.035 2.746
H -1.928 -0.802 2.281
H -3.153 0.064 2.683
O -2.876 -0.759 2.288
H 2.753 0.396 -1.149
H 3.128 1.129 -2.343
O 3.237 1.193 -1.385
H -0.250 -1.214 2.887
H 0.256 0.009 1.907
O -0.199 -0.221 2.703

# 3
C42H58CrN4O2PS2 as an isolated structure. Source: the OMol25 dataset; level of theory: the ωB97M-V functional and the def2-TZVPD basis.

Its electronic energy is -113938.93228 eV. The calculation puts the highest occupied orbital energy (alpha / beta) at -0.249 / -0.245 hartree. As for the spin multiplicity: 4. For the LUMO energy (alpha / beta), the calculation gives -0.8 / -1.0 eV.

Positions of all 110 atoms, in Å:
Cr -0.381 0.171 0.773
C 2.418 0.185 6.370
C 2.683 -0.961 5.388
C 1.597 -1.105 4.368
C 0.549 -1.966 4.385
C 0.263 -3.037 5.392
C 0.888 -4.381 5.006
C -0.243 -1.679 3.211
N 0.309 -0.646 2.503
C 1.445 -0.285 3.190
C 2.334 0.686 2.791
C 2.161 1.554 1.718
C 3.097 2.571 1.329
C 4.393 2.862 2.024
C 4.206 3.737 3.269
C 2.532 3.249 0.292
C 1.252 2.632 0.050
C 0.312 3.069 -0.867
C -0.945 2.531 -1.060
N -1.402 1.380 -0.468
C -2.652 1.175 -0.969
C -3.427 0.049 -0.738
C -3.120 -0.972 0.125
N -2.031 -0.986 0.960
C -2.181 -2.085 1.753
C -1.360 -2.396 2.822
C -3.374 -2.817 1.380
C -3.957 -2.125 0.372
C -5.234 -2.434 -0.348
C -6.450 -1.777 0.311
C -3.831 -4.095 2.011
C -2.945 -5.287 1.633
C -3.011 2.224 -1.883
C -1.945 3.064 -1.951
C -1.792 4.275 -2.823
C -1.760 3.947 -4.331
C -4.331 2.336 -2.582
C -5.475 2.744 -1.647
N 1.044 1.609 0.939
C 3.127 4.398 -0.468
C 4.277 3.968 -1.396
H 3.214 0.263 7.112
H 1.473 0.031 6.896
H 2.347 1.140 5.843
H 2.785 -1.900 5.936
H 3.641 -0.799 4.889
H -0.815 -3.151 5.511
H 0.640 -2.722 6.367
H 0.494 -4.734 4.050
H 0.685 -5.143 5.759
H 1.970 -4.288 4.896
H 3.239 0.797 3.374
H 5.069 3.362 1.329
H 4.884 1.927 2.301
H 3.766 4.700 3.000
H 5.157 3.926 3.769
H 3.533 3.261 3.985
H 0.572 3.930 -1.466
H -4.344 -0.040 -1.306
H -1.636 -3.250 3.428
H -5.372 -3.516 -0.386
H -5.153 -2.108 -1.386
H -6.548 -2.099 1.350
H -7.373 -2.032 -0.213
H -6.351 -0.688 0.314
H -4.859 -4.295 1.704
H -3.861 -3.981 3.098
H -2.966 -5.454 0.554
H -3.283 -6.200 2.126
H -1.905 -5.113 1.912
H -0.879 4.805 -2.553
H -2.604 4.974 -2.607
H -1.453 2.912 -4.497
H -1.057 4.592 -4.862
H -2.736 4.080 -4.797
H -4.568 1.385 -3.068
H -4.245 3.069 -3.385
H -5.581 2.039 -0.820
H -6.425 2.786 -2.182
H -5.285 3.727 -1.213
H 3.487 5.149 0.239
H 2.356 4.894 -1.058
H 5.236 3.958 -0.877
H 4.372 4.643 -2.248
H 4.104 2.962 -1.778
C 3.843 0.229 -3.869
C 2.484 0.439 -3.238
C 1.741 1.612 -3.843
O 1.788 -0.810 -3.422
P 0.402 -1.223 -2.739
S -1.156 -0.352 -3.448
S 0.870 -1.102 -0.752
O 0.401 -2.790 -2.994
C 1.285 -3.645 -3.754
C 1.320 -3.240 -5.213
C 2.651 -3.748 -3.104
H 4.474 1.104 -3.711
H 3.737 0.074 -4.945
H 4.340 -0.641 -3.439
H 2.594 0.587 -2.157
H 1.561 1.437 -4.907
H 2.361 2.507 -3.734
H 0.779 1.784 -3.359
H 0.790 -4.612 -3.673
H 1.844 -2.292 -5.346
H 0.309 -3.137 -5.607
H 1.841 -4.011 -5.786
H 3.229 -2.836 -3.253
H 3.197 -4.585 -3.546
H 2.550 -3.926 -2.032

# 4
A 2-piece molecular cluster, CH4NOS overall in a non-equilibrium geometry. Source: the OMol25 dataset; level of theory: the ωB97M-V functional and the def2-TZVPD basis.

Its electronic energy is -15471.63424 eV. The calculation puts the highest occupied orbital energy (alpha / beta) at -0.085 / -0.093 hartree. As for the spin multiplicity: 3. For the LUMO energy (alpha / beta), the calculation gives 4.1 / 3.3 eV. Its total charge is -1.

Positions of all 8 atoms, in Å:
C -0.614 -0.060 0.175
N -0.140 1.276 0.125
O 1.934 0.440 -0.411
S -0.354 2.058 1.485
H -1.728 -0.158 0.451
H -0.336 -0.590 -0.742
H -0.278 -0.631 1.011
H 1.754 1.014 -1.115

# 5
A 8-piece molecular cluster, C37H85BN3O19P2 overall in a non-equilibrium geometry. Source: the OMol25 dataset; level of theory: the ωB97M-V functional and the def2-TZVPD basis.

Its electronic energy is -102366.44751 eV. The calculation puts the highest occupied orbital energy at -0.394 hartree. For the LUMO energy, the calculation gives -2.5 eV. Its total charge is +1.

Positions of all 147 atoms, in Å:
C 5.064 -0.214 0.460
O 4.441 -1.348 -0.126
C 3.561 -0.926 -1.193
C 2.322 -1.826 -1.157
C 2.015 -2.153 -2.635
P 3.315 -3.312 -3.375
C 2.497 -4.949 -3.391
O 3.434 -2.935 -4.959
O 2.011 -0.874 -3.233
C 0.842 -0.105 -2.852
B 0.009 -0.359 -4.233
O -0.604 0.640 -4.949
O -0.146 -1.645 -4.730
P 1.495 1.634 -2.989
O 2.459 1.593 -4.082
O 0.414 2.758 -3.324
O 2.231 2.185 -1.672
C 0.150 -0.557 -1.534
N -0.991 -1.445 -1.741
C -0.526 0.700 -0.888
C -1.669 1.370 -1.685
C -3.075 0.843 -1.319
C -3.517 1.270 0.097
N -4.197 0.145 0.739
C -3.687 -0.582 1.746
C -4.625 -1.550 1.997
C -5.701 -1.340 1.145
C -5.411 -0.264 0.345
N 1.063 -1.258 -0.513
C 0.448 -2.438 0.216
C 0.284 -3.818 -0.425
C -1.192 -4.280 -0.636
C -1.491 -4.539 -2.121
O -1.495 -5.957 -2.361
C -2.475 -6.281 -3.266
O -2.238 -6.675 -4.379
C 1.556 -0.366 0.592
C 0.683 -0.078 1.827
O 1.259 -0.653 3.015
C 0.388 -1.579 3.579
O -0.491 -1.224 4.323
H 4.339 0.402 1.004
H 5.831 -0.517 1.168
H 5.551 0.409 -0.295
H 3.414 0.148 -1.089
H 4.160 -1.065 -2.088
H 2.689 -2.695 -0.615
H 1.052 -2.658 -2.768
H 3.167 -5.704 -3.788
H 2.149 -5.221 -2.397
H 1.617 -4.923 -4.045
H 4.083 -2.238 -5.092
H -1.510 0.359 -5.121
H -0.777 -2.148 -4.205
H 0.451 2.866 -4.286
H 1.876 3.030 -1.364
H -1.630 -1.392 -0.957
H -1.584 -1.165 -2.512
H -1.037 0.395 0.029
H 0.181 1.465 -0.564
H -1.691 2.408 -1.348
H -1.570 1.432 -2.766
H -3.204 -0.221 -1.498
H -3.745 1.348 -2.019
H -4.159 2.145 0.077
H -2.634 1.535 0.679
H -2.741 -0.437 2.234
H -4.550 -2.318 2.744
H -6.611 -1.909 1.091
H -6.001 0.187 -0.427
H -0.508 -2.206 0.680
H 1.110 -2.601 1.064
H 0.674 -4.570 0.262
H 0.797 -4.020 -1.357
H -1.386 -5.221 -0.131
H -1.889 -3.518 -0.290
H -2.440 -4.092 -2.435
H -0.719 -4.124 -2.775
H -3.516 -6.158 -2.917
H 2.423 -0.832 1.062
H 1.924 0.584 0.224
H -0.363 -0.379 1.785
H 0.673 0.996 2.005
H 0.505 -2.643 3.322
C 4.791 3.642 -4.907
C 5.443 3.807 -6.267
O 6.864 3.834 -6.159
H 5.085 4.456 -4.242
H 3.705 3.632 -4.992
H 5.111 2.711 -4.435
H 5.139 4.746 -6.727
H 5.154 2.987 -6.933
H 7.144 3.003 -5.765
C 3.838 -0.134 5.344
C 4.405 0.063 3.950
O 5.825 0.158 3.987
H 4.124 0.695 5.991
H 2.749 -0.201 5.318
H 4.234 -1.047 5.797
H 4.025 0.985 3.509
H 4.124 -0.775 3.298
H 6.163 -0.659 4.366
C 3.210 6.854 -3.657
C 2.968 7.711 -2.429
O 3.713 7.229 -1.312
H 2.935 5.817 -3.456
H 2.630 7.213 -4.509
H 4.268 6.859 -3.929
H 1.916 7.688 -2.147
H 3.249 8.751 -2.623
H 4.645 7.258 -1.547
C -5.588 4.193 3.407
C -4.199 3.934 2.861
O -4.154 4.119 1.441
H -6.312 3.527 2.934
H -5.618 4.043 4.483
H -5.902 5.217 3.191
H -3.896 2.906 3.061
H -3.471 4.606 3.328
H -4.409 5.028 1.258
C -5.812 6.849 8.085
C -5.913 5.425 7.572
O -5.130 5.246 6.389
H -6.147 7.553 7.323
H -6.419 6.986 8.981
H -4.777 7.101 8.326
H -6.942 5.183 7.314
H -5.573 4.717 8.334
H -4.216 5.447 6.612
C 4.121 -1.356 9.394
C 4.036 -2.801 8.943
O 4.808 -3.005 7.759
H 3.761 -0.692 8.607
H 3.528 -1.186 10.294
H 5.157 -1.078 9.603
H 3.007 -3.073 8.712
H 4.402 -3.473 9.725
H 5.719 -2.776 7.966
C -6.099 -7.332 -6.589
C -6.366 -6.487 -5.358
O -5.583 -6.932 -4.250
H -6.323 -8.379 -6.387
H -6.707 -6.999 -7.432
H -5.047 -7.275 -6.875
H -7.411 -6.561 -5.062
H -6.138 -5.434 -5.558
H -4.657 -6.861 -4.510

# 6
C13H22BrN3O2S as an isolated structure in a non-equilibrium geometry. Source: the OMol25 dataset; level of theory: the ωB97M-V functional and the def2-TZVPD basis.

Its electronic energy is -103278.12985 eV. The calculation puts the highest occupied orbital energy at -0.316 hartree. For the LUMO energy, the calculation gives -0.9 eV.

Positions of all 42 atoms, in Å:
N -0.233 1.249 -1.441
C -1.432 0.968 -0.610
C -1.416 -0.496 0.017
C -0.786 -0.404 1.466
C 0.723 -0.815 1.572
C 1.352 -0.662 2.966
C 2.746 -0.979 3.211
Br 3.557 -0.731 4.988
C 3.599 -1.485 2.090
N 4.939 -1.840 2.053
S 5.222 -2.310 0.466
N 3.741 -2.095 -0.321
C 2.964 -1.633 0.728
C 1.531 -1.284 0.449
H 0.193 2.132 -1.146
H 0.465 0.508 -1.350
H -2.341 1.007 -1.288
H -1.544 1.785 0.164
H -0.892 -1.198 -0.683
H -2.495 -0.839 0.051
H -1.364 -1.028 2.218
H -0.852 0.662 1.847
H 0.742 -0.271 3.824
H 1.117 -1.388 -0.578
C 1.166 6.458 -1.132
C 1.626 5.040 -0.855
O 0.525 4.138 -0.930
H 0.400 6.759 -0.414
H 2.001 7.159 -1.070
H 0.718 6.532 -2.126
H 2.052 4.966 0.146
H 2.386 4.729 -1.578
H 0.156 4.201 -1.821
C -2.897 -4.797 -0.627
C -4.046 -4.135 -1.363
O -3.573 -3.040 -2.140
H -2.396 -4.079 0.025
H -3.250 -5.636 -0.023
H -2.147 -5.166 -1.333
H -4.781 -3.750 -0.655
H -4.546 -4.848 -2.027
H -2.930 -3.386 -2.770

# 7
C4H6O2S as an isolated structure in a non-equilibrium geometry. Source: the OMol25 dataset; level of theory: the ωB97M-V functional and the def2-TZVPD basis.

Its electronic energy is -19172.72703 eV. The calculation puts the highest occupied orbital energy at -0.358 hartree. For the LUMO energy, the calculation gives 0.3 eV.

Positions of all 13 atoms, in Å:
C -0.265 -0.819 0.212
C 0.978 -0.056 -0.044
C 1.449 0.767 0.809
C -1.116 -0.772 -1.080
H -0.740 0.752 1.615
H -0.143 -1.835 0.412
H 1.449 -0.230 -1.029
H 2.408 1.255 0.590
H 0.878 0.986 1.778
H -0.728 1.520 -1.298
O -0.924 -0.450 1.355
O -1.608 -1.848 -1.463
S -1.637 0.731 -1.858